Model w:
Computed, not measured: C2H9N5O in the gas phase, with ωB97M-V with the def2-TZVPD basis set.

The geometry in XYZ format:
```
17
Properties=species:S:1:pos:R:3:mulliken_charge:R:1
C 1.737 -0.504 -0.460 -0.63
N -0.287 1.092 0.114 0.26
N 0.350 -1.069 -0.345 0.41
C -0.686 -0.294 -0.005 0.41
N 0.087 1.343 1.453 -0.60
N -1.298 1.990 -0.332 -0.70
N 0.173 -2.457 -0.459 -0.85
O -1.828 -0.678 0.159 -0.67
H -0.728 1.303 2.067 0.26
H 0.476 2.280 1.492 0.25
H -1.243 2.044 -1.343 0.26
H -2.223 1.632 -0.079 0.30
H -0.523 -2.646 -1.193 0.26
H -0.214 -2.830 0.414 0.26
H 2.361 -1.374 -0.638 0.26
H 2.052 -0.011 0.459 0.27
H 1.793 0.180 -1.304 0.25
```

Properties
- LUMO level: 0.88 eV
- HOMO: -9.380 eV
- HOMO-LUMO gap: 10.2629 eV
- SMILES: CN(N)C(=O)N(N)N

Model x:
Computed, not measured: C2H9N5O in the gas phase, with ωB97M-V with the def2-TZVPD basis set.

The geometry in XYZ format:
```
17
Properties=species:S:1:pos:R:3:mulliken_charge:R:1
C 0.579 -0.524 2.519 -0.67
C -0.169 0.191 -0.665 0.29
H -0.026 -0.951 3.279 0.36
H 1.225 -1.352 2.037 0.15
H 1.329 0.190 2.948 0.25
H -1.028 -0.479 1.435 0.27
H 0.053 1.742 0.556 0.32
H -0.906 -1.338 -1.731 0.31
H 0.064 -3.004 0.408 0.27
H 1.537 -1.862 -0.015 0.31
H -0.674 2.621 -2.376 0.35
N -0.366 0.210 1.715 -0.47
N 0.211 0.699 0.543 -0.06
N -0.418 -1.161 -0.843 -0.02
N 0.522 -2.266 -0.495 -0.71
N -0.259 0.832 -1.720 -0.49
O -0.232 2.279 -1.507 -0.45
```

Properties
- LUMO level: 0.71 eV
- HOMO: -8.500 eV
- HOMO-LUMO gap: 9.2113 eV
- SMILES: CNN/C(=N\O)NN

In order of decreasing stability: model w, model x.

Model w:
Computed, not measured: 9 unconnected molecules or ions with the total composition H16NO11, with ωB97M-V with the def2-TZVPD basis set.

The geometry in XYZ format:
```
28
Properties=species:S:1:pos:R:3:mulliken_charge:R:1
N 6.164 13.539 26.885 0.79
O 4.955 13.253 26.591 -0.64
O 6.976 12.635 26.943 -0.83
O 6.497 14.655 26.511 -0.69
O 5.531 15.466 23.961 -0.70
H 4.907 15.892 24.618 0.35
H 5.740 14.590 24.331 0.35
O 5.337 10.443 28.010 -0.61
H 4.643 10.711 28.595 0.32
H 5.744 11.232 27.752 0.34
O 6.053 12.367 23.775 -0.64
H 5.924 12.101 24.687 0.26
H 5.277 11.986 23.341 0.31
O 8.089 16.356 24.158 -0.70
H 7.308 15.889 24.535 0.36
H 8.824 15.876 24.555 0.43
O 8.486 10.735 25.951 -0.67
H 7.986 10.306 25.283 0.27
H 7.935 11.351 26.469 0.51
O 2.935 14.909 26.144 -0.67
H 3.176 15.767 26.509 0.30
H 3.653 14.294 26.483 0.45
O 9.282 14.395 25.657 -0.70
H 8.391 14.330 25.997 0.41
H 9.766 13.633 25.988 0.28
O 2.500 11.943 26.393 -0.62
H 2.331 11.087 26.038 0.30
H 3.410 12.168 26.229 0.43
```

Properties
- LUMO level: 2.87 eV
- HOMO: -7.007 eV
- HOMO-LUMO gap: 9.8748 eV
- Charge: -1

Model x:
Computed, not measured: 9 unconnected molecules or ions with the total composition H16NO11, with ωB97M-V with the def2-TZVPD basis set.

The geometry in XYZ format:
```
28
Properties=species:S:1:pos:R:3:mulliken_charge:R:1
N -0.076 -0.428 0.185 0.69
O -0.154 -0.651 -1.076 -0.75
O 1.035 -0.480 0.717 -0.64
O -0.840 0.319 0.731 -0.49
O -3.372 1.329 1.569 -0.62
H -2.611 0.923 1.941 0.37
H -2.841 1.636 0.896 0.30
O 1.299 -0.738 -3.409 -0.60
H 0.864 -0.440 -4.336 0.31
H 0.710 -0.643 -2.770 0.43
O -3.484 -1.427 -0.894 -0.61
H -2.564 -1.018 -1.285 0.28
H -3.879 -1.652 -1.888 0.32
O 3.787 -0.059 2.065 -0.63
H 2.923 -0.298 1.670 0.44
H 4.297 -0.805 2.267 0.28
O -1.068 0.562 3.619 -0.65
H -0.443 0.767 4.309 0.28
H -0.622 0.272 2.866 0.33
O 3.086 1.456 -1.082 -0.62
H 2.280 1.415 -0.707 0.30
H 3.616 2.004 -0.365 0.31
O 0.284 2.699 -0.061 -0.63
H -0.139 3.243 -0.851 0.32
H -0.255 1.902 -0.098 0.27
O -0.781 -3.533 -1.560 -0.64
H -0.704 -2.595 -1.727 0.38
H -0.348 -3.760 -0.727 0.29
```

Properties
- LUMO level: 3.07 eV
- HOMO: -6.582 eV
- HOMO-LUMO gap: 9.6480 eV
- Charge: -1

In order of decreasing stability: model w, model x.

Model w:
Computed, not measured: 10 unconnected molecules or ions with the total composition C20H60O20, with ωB97M-V with the def2-TZVPD basis set.

The geometry in XYZ format:
```
100
Properties=species:S:1:pos:R:3:mulliken_charge:R:1
C 1.233 -17.169 2.416 -0.45
C 0.463 -18.428 2.701 -0.57
O -0.341 -18.118 3.828 -0.52
O 2.209 -17.049 3.413 0.38
H 0.473 -16.358 2.400 0.25
H 1.799 -17.130 1.491 0.39
H 1.128 -19.234 3.000 0.19
H -0.227 -18.867 1.953 0.34
H -0.236 -18.846 4.432 0.42
H 1.851 -17.218 4.302 -0.12
C 1.492 -22.393 5.889 -0.57
C 0.461 -21.412 6.392 -0.31
O 0.560 -20.101 5.764 -0.33
O 2.794 -21.963 6.200 -0.38
H 1.445 -22.578 4.824 0.29
H 1.345 -23.342 6.331 0.37
H 0.561 -21.394 7.484 0.28
H -0.479 -21.827 6.077 0.34
H 1.235 -19.547 6.169 0.36
H 3.137 -21.304 5.620 0.23
C 6.480 -17.821 12.628 -0.24
C 7.926 -17.740 12.053 -0.49
O 8.100 -18.552 10.856 -0.54
O 6.169 -19.138 13.046 -0.53
H 5.688 -17.572 11.864 0.18
H 6.331 -17.185 13.536 0.34
H 8.652 -18.068 12.832 0.30
H 8.244 -16.713 11.743 0.32
H 7.504 -18.231 10.167 0.30
H 6.061 -19.750 12.315 0.31
C 7.244 -16.962 7.952 -0.09
C 6.266 -15.850 8.036 -0.23
O 6.767 -14.647 7.507 -0.61
O 6.465 -17.985 8.517 -0.54
H 8.198 -16.794 8.445 0.37
H 7.547 -17.246 6.945 0.31
H 6.113 -15.669 9.089 0.31
H 5.367 -16.093 7.543 -0.08
H 6.764 -14.823 6.534 0.38
H 6.855 -18.806 8.167 0.30
C -0.467 -14.552 5.121 -0.17
C -0.442 -15.439 6.382 -0.51
O 0.952 -15.760 6.688 -0.58
O 0.098 -13.203 5.462 -0.59
H -1.451 -14.481 4.757 0.47
H 0.107 -14.959 4.302 -0.02
H -0.962 -16.384 6.107 0.33
H -0.872 -14.849 7.192 0.36
H 1.386 -14.843 6.831 0.30
H 0.122 -12.595 4.702 0.30
C 5.789 -18.822 1.461 -0.47
C 6.641 -18.215 2.485 0.20
O 6.512 -16.751 2.488 -0.70
O 4.441 -18.362 1.719 -0.41
H 5.948 -19.924 1.587 0.35
H 5.949 -18.644 0.387 0.32
H 7.725 -18.310 2.310 0.37
H 6.416 -18.631 3.528 -0.31
H 5.614 -16.469 2.437 0.44
H 3.746 -18.989 1.547 0.22
C 4.119 -14.293 3.236 -0.54
C 4.814 -14.779 4.510 0.42
O 6.269 -14.788 4.553 -0.68
O 4.044 -15.318 2.247 -0.62
H 4.623 -13.411 2.866 0.44
H 3.166 -13.899 3.630 0.16
H 4.475 -15.832 4.802 -0.53
H 4.483 -14.161 5.312 0.69
H 6.643 -15.498 3.982 0.44
H 3.534 -16.046 2.654 0.18
C 7.225 -22.270 11.903 -0.50
C 7.956 -22.389 10.627 -0.54
O 8.063 -21.217 9.873 -0.54
O 5.864 -21.755 11.745 -0.56
H 7.768 -21.600 12.596 0.29
H 7.130 -23.264 12.390 0.33
H 7.569 -23.128 9.984 0.52
H 8.947 -22.712 10.893 0.26
H 8.046 -20.363 10.457 0.40
H 5.577 -21.863 10.838 0.32
C 3.665 -18.486 6.948 -0.44
C 4.537 -18.589 5.652 1.77
O 4.015 -19.670 4.893 -0.68
O 2.348 -18.312 6.503 -0.51
H 4.055 -17.611 7.513 0.21
H 3.740 -19.432 7.484 0.16
H 5.571 -18.824 5.929 0.12
H 4.469 -17.600 5.073 -1.55
H 3.316 -19.287 4.272 0.20
H 1.856 -17.501 6.612 0.01
C 7.232 -22.003 5.624 -0.77
C 6.485 -21.275 6.738 0.76
O 7.399 -20.373 7.470 -0.63
O 7.624 -21.077 4.647 -0.51
H 6.546 -22.717 5.165 0.38
H 8.083 -22.652 5.920 0.31
H 6.166 -22.038 7.539 0.24
H 5.658 -20.686 6.357 -0.40
H 7.733 -20.837 8.307 0.48
H 8.151 -20.432 5.133 0.33
```

Properties
- LUMO level: 0.44 eV
- HOMO: -9.833 eV
- HOMO-LUMO gap: 10.2725 eV
- SMILES: OCCO.OCCO.OCCO.OCCO.OCCO.OCCO.OCCO.OCCO.OCCO.OCCO

Model x:
Computed, not measured: 10 unconnected molecules or ions with the total composition C20H60O20, with ωB97M-V with the def2-TZVPD basis set.

The geometry in XYZ format:
```
100
Properties=species:S:1:pos:R:3:mulliken_charge:R:1
C -2.669 -0.666 -5.022 -0.54
C -1.422 -1.353 -4.465 0.13
O -0.423 -0.362 -4.248 -0.48
O -2.325 0.443 -5.844 -0.56
H -3.344 -0.398 -4.205 0.18
H -3.137 -1.436 -5.644 0.40
H -1.021 -2.064 -5.197 0.32
H -1.686 -1.938 -3.580 0.16
H 0.190 -0.709 -3.593 -0.15
H -1.409 0.603 -5.579 0.38
C -2.756 -0.125 2.462 -0.20
C -3.388 0.502 1.227 -0.48
O -2.530 1.531 0.699 -0.46
O -1.697 -0.981 2.095 -0.49
H -3.452 -0.707 3.064 0.45
H -2.375 0.709 3.061 -0.06
H -4.354 0.967 1.408 0.52
H -3.493 -0.276 0.460 0.16
H -1.618 1.224 0.808 0.36
H -0.862 -0.501 2.013 0.10
C -1.882 3.985 -2.756 -0.51
C -2.560 3.048 -3.750 -0.02
O -3.776 2.543 -3.177 -0.56
O -1.433 3.284 -1.613 -0.24
H -2.708 4.657 -2.479 0.29
H -1.109 4.565 -3.253 0.43
H -1.921 2.193 -3.989 -0.21
H -2.805 3.543 -4.688 0.43
H -3.565 1.789 -2.621 0.30
H -2.219 2.846 -1.261 0.08
C -0.865 -4.946 1.163 -0.37
C -2.263 -4.812 0.647 -0.33
O -2.630 -5.758 -0.305 -0.56
O 0.068 -4.383 0.227 -0.36
H -0.587 -5.990 1.362 0.39
H -0.733 -4.473 2.148 0.31
H -2.446 -3.769 0.353 0.06
H -2.910 -4.933 1.525 0.36
H -2.062 -5.672 -1.077 0.34
H 0.975 -4.575 0.487 0.18
C 2.853 -1.364 2.385 0.29
C 2.346 -2.785 2.510 -0.01
O 3.127 -3.707 1.766 -0.52
O 4.117 -1.210 3.004 -0.62
H 2.051 -0.728 2.785 -0.17
H 2.967 -1.105 1.331 0.08
H 1.325 -2.810 2.112 -0.31
H 2.299 -3.063 3.569 0.55
H 3.860 -3.990 2.319 0.27
H 3.972 -1.183 3.956 0.37
C 1.562 2.339 -3.166 0.14
C 2.717 1.460 -2.756 -0.10
O 3.083 1.738 -1.395 -0.61
O 1.810 3.716 -2.815 -0.61
H 0.633 1.998 -2.711 -0.30
H 1.562 2.437 -4.250 0.37
H 3.595 1.656 -3.378 0.49
H 2.461 0.395 -2.826 -0.08
H 3.708 1.060 -1.120 0.30
H 1.503 3.836 -1.911 0.36
C 0.924 1.446 5.050 -0.31
C 0.787 0.462 6.174 -0.49
O 1.020 -0.870 5.670 -0.55
O -0.161 1.149 4.161 -0.33
H 1.866 1.276 4.513 0.19
H 0.913 2.488 5.386 0.37
H -0.235 0.520 6.566 0.22
H 1.465 0.648 7.005 0.43
H 0.630 -0.795 4.788 0.29
H -0.128 1.761 3.412 -0.04
C 3.738 -3.531 -2.402 -0.55
C 2.331 -3.050 -2.296 0.40
O 1.859 -2.344 -3.431 -0.50
O 4.585 -2.466 -2.784 -0.53
H 3.809 -4.371 -3.105 0.38
H 3.998 -3.961 -1.422 0.29
H 2.149 -2.389 -1.441 -0.30
H 1.720 -3.932 -2.092 0.28
H 2.525 -1.722 -3.743 0.27
H 5.451 -2.824 -2.993 0.30
C -1.227 5.029 3.479 -0.47
C -1.176 3.996 2.394 0.01
O 0.156 3.421 2.313 -0.61
O -0.537 6.173 2.957 -0.54
H -0.691 4.673 4.367 0.23
H -2.258 5.253 3.765 0.38
H -1.377 4.504 1.446 0.23
H -1.907 3.199 2.500 0.18
H 0.673 4.218 2.134 0.30
H -0.546 6.859 3.631 0.30
C 0.140 0.548 -0.303 0.40
C -0.028 -0.894 -0.692 2.48
O -1.386 -1.308 -0.595 -0.45
O 0.244 0.831 1.119 0.15
H -0.658 1.163 -0.721 -0.02
H 1.086 0.843 -0.765 0.08
H 0.581 -1.504 -0.014 -0.68
H 0.278 -0.990 -1.727 -1.27
H -1.590 -1.522 0.326 -0.08
H 0.631 1.717 1.100 -0.06
```

Properties
- LUMO level: 0.31 eV
- HOMO: -9.651 eV
- HOMO-LUMO gap: 9.9597 eV
- SMILES: OCCO.OCCO.OCCO.OCCO.OCCO.OCCO.OCCO.OCCO.OCCO.OCCO

In order of decreasing stability: model x, model w.